(1)
The following is a quantum chemistry calculation of a molecular structure, C43H66OP3S3SiTi, from OMol25.

Geometry as XYZ:
```
118
Properties=species:S:1:pos:R:3:forces:R:3
Ti 0.7296 -0.8701 -0.2645 -0.2 -0.7 0.1
C -1.5068 -1.4533 3.5126 0.0 -0.1 0.0
C -2.1393 -2.2377 2.3685 -0.1 0.1 0.1
C -3.6239 -2.4601 2.6780 0.0 0.0 0.0
P -1.8792 -1.4985 0.6828 -0.2 0.0 0.0
C -2.7155 -2.7685 -0.3775 -0.1 0.1 0.0
C -2.5422 -2.3774 -1.8341 -0.1 -0.1 -0.1
C -2.3330 -4.2110 -0.0444 0.0 -0.1 0.0
C -3.0228 -0.0547 0.6022 0.0 0.1 0.0
C -4.3922 -0.2640 0.4250 -0.1 0.0 0.0
C -5.2941 0.7922 0.4093 0.0 0.1 0.0
C -4.8433 2.0902 0.5882 -0.1 0.0 0.0
C -3.4858 2.3144 0.7651 0.0 0.2 0.0
C -2.5621 1.2672 0.7693 0.1 -0.1 0.0
Si -0.7621 1.7266 0.9692 0.0 0.1 0.0
C -0.2040 1.4016 2.7151 -0.1 0.1 0.0
C -0.9823 2.1379 3.6201 -0.1 0.1 0.0
C -0.7130 2.1327 4.9790 0.0 0.0 0.0
C 0.3559 1.3901 5.4618 0.0 0.0 0.0
C 1.1195 0.6352 4.5849 0.0 0.0 0.0
C 0.8347 0.6228 3.2191 0.1 0.1 0.0
P 1.8781 -0.3783 2.1163 -0.1 0.1 -0.2
C 2.1302 -1.9631 3.0581 0.0 0.0 0.0
C 3.5769 -2.3341 3.3825 0.0 0.0 -0.1
C 1.3800 -3.1279 2.3905 0.1 -0.1 0.2
C 3.4179 0.6782 2.1659 0.0 0.1 0.2
C 3.0998 2.1402 1.8178 0.0 0.0 0.0
C 4.6775 0.2428 1.4276 0.1 0.1 0.0
C -0.5815 3.5160 0.4627 0.0 -0.1 0.0
C -0.6162 4.6429 1.2793 0.0 0.0 0.1
C -0.6930 5.9123 0.7252 0.0 0.1 0.0
C -0.7665 6.0719 -0.6544 0.0 0.0 0.0
C -0.7112 4.9645 -1.4851 0.0 0.0 0.0
C -0.5907 3.6918 -0.9271 0.0 0.0 0.0
P -0.4066 2.2010 -1.9358 0.1 0.1 0.0
C -2.0354 1.8024 -2.6792 0.0 0.0 -0.1
C -2.0242 0.7875 -3.8220 0.0 -0.2 0.1
C -2.8150 3.0587 -3.0788 0.0 0.1 -0.1
C 1.0762 2.3948 -3.0318 0.1 0.1 -0.1
C 0.9230 2.0475 -4.5139 -0.1 0.3 0.0
C 1.7534 3.7678 -2.9009 0.1 -0.1 0.0
H -1.6850 -1.9894 4.4481 0.0 0.0 0.0
H -1.9493 -0.4590 3.6114 0.0 -0.1 0.0
H -0.4322 -1.3324 3.3984 -0.2 -0.1 0.0
H -1.6454 -3.2109 2.2909 0.0 0.0 0.0
H -4.1196 -1.5062 2.8687 0.0 -0.1 0.0
H -3.7042 -3.0572 3.5888 0.0 0.0 0.0
H -4.1751 -2.9860 1.8969 0.1 0.0 0.1
H -3.7763 -2.6818 -0.1572 0.0 0.0 0.0
H -1.4864 -2.2936 -2.0798 0.2 0.0 -0.1
H -3.0115 -1.4137 -2.0387 0.0 0.0 0.0
H -2.9937 -3.1185 -2.4995 0.0 0.0 0.0
H -1.2654 -4.3640 0.0808 0.1 0.0 0.0
H -2.6657 -4.8646 -0.8545 0.0 0.0 0.0
H -2.8243 -4.5542 0.8664 0.0 0.0 -0.1
H -4.8025 -1.2571 0.3105 0.0 0.1 0.0
H -6.3494 0.5898 0.2697 0.1 0.0 0.0
H -5.5415 2.9196 0.5931 0.1 -0.1 0.0
H -3.1428 3.3400 0.8874 0.0 -0.1 0.0
H -1.8305 2.7226 3.2656 0.1 -0.1 0.0
H -1.3310 2.7061 5.6587 0.0 0.0 0.0
H 0.5896 1.3918 6.5195 0.0 0.0 -0.1
H 1.9460 0.0585 4.9877 0.0 0.0 0.0
H 1.6262 -1.7600 3.9999 0.0 0.0 0.1
H 4.1316 -2.6035 2.4799 0.0 0.0 0.1
H 3.5841 -3.2022 4.0454 0.0 0.0 0.0
H 4.1155 -1.5312 3.8889 0.0 -0.1 0.0
H 2.0436 -3.7341 1.7770 0.0 0.0 0.0
H 0.5413 -2.8032 1.7717 -0.1 0.1 -0.1
H 0.9561 -3.7948 3.1437 0.1 0.0 0.0
H 3.6319 0.6406 3.2405 0.0 0.0 0.0
H 2.7809 2.2401 0.7807 0.0 0.0 0.0
H 4.0151 2.7233 1.9362 0.0 0.0 0.0
H 2.3462 2.5822 2.4661 0.0 0.0 0.0
H 4.5809 0.4067 0.3530 0.0 0.0 0.0
H 4.9692 -0.7870 1.6075 0.0 0.0 0.0
H 5.4940 0.8847 1.7663 0.0 0.0 0.0
H -0.5873 4.5382 2.3595 0.0 0.0 -0.1
H -0.7106 6.7846 1.3671 0.0 0.0 0.0
H -0.8556 7.0625 -1.0821 0.0 0.0 0.0
H -0.7570 5.1057 -2.5570 0.0 0.0 0.0
H -2.5387 1.3447 -1.8250 -0.1 0.0 0.1
H -1.7276 1.2416 -4.7628 0.0 0.0 0.0
H -3.0416 0.4130 -3.9527 0.1 0.0 0.0
H -1.3718 -0.0669 -3.6194 -0.1 0.1 0.0
H -2.3286 3.5932 -3.9010 0.0 0.0 0.1
H -2.9576 3.7441 -2.2443 0.0 0.0 -0.1
H -3.8007 2.7504 -3.4319 0.0 0.0 0.0
H 1.7610 1.6841 -2.5711 0.0 -0.2 0.0
H 0.3700 2.8279 -5.0441 0.0 -0.1 0.0
H 0.4530 1.0941 -4.7043 -0.1 -0.2 0.0
H 1.9246 2.0108 -4.9477 0.0 0.1 0.0
H 1.1725 4.5603 -3.3654 0.0 0.0 0.0
H 2.6991 3.7120 -3.4422 0.0 0.0 0.0
H 1.9698 4.0429 -1.8700 0.0 0.0 0.0
C 3.4537 -3.6873 -0.5621 0.0 0.0 0.0
C 2.5250 -4.4722 -1.4767 0.1 0.0 0.1
S 0.7854 -3.9512 -1.4044 0.0 0.1 -0.1
C 0.4180 -3.8425 -3.1813 -0.1 0.1 -0.1
C 0.3692 -2.4345 -3.8216 0.0 -0.2 0.1
S 1.1696 -1.0970 -2.9145 -0.1 0.0 -0.1
C 2.9206 -1.5332 -3.1398 0.0 0.0 -0.1
C 3.7596 -1.1918 -1.9308 0.2 0.0 0.1
S 3.1867 -1.9066 -0.3706 0.0 0.2 -0.2
H 4.4924 -3.8045 -0.8761 0.0 0.0 0.0
H 3.4128 -4.0750 0.4531 0.0 0.0 0.0
H 2.5783 -5.5203 -1.1815 -0.1 0.0 0.0
H 2.8541 -4.4373 -2.5117 0.0 0.1 0.0
H -0.5458 -4.3261 -3.3344 0.0 0.0 0.1
H 1.1424 -4.4773 -3.6867 0.0 0.0 0.0
H -0.6585 -2.1045 -3.9485 -0.1 0.0 0.0
H 0.7977 -2.4570 -4.8239 0.1 0.0 0.0
H 3.2898 -0.9755 -4.0001 0.0 0.0 0.0
H 2.9810 -2.5892 -3.3910 0.0 0.0 0.0
H 3.7761 -0.1154 -1.7614 0.0 0.0 0.1
H 4.7929 -1.5064 -2.0872 0.0 0.0 0.0
O 1.4362 0.7364 -0.6331 0.3 0.2 0.2
C 0.0589 0.9911 -0.6177 0.2 0.0 -0.1
```
Forces are in eV/Å.

## Properties
HOMO energy = -16.268 eV
Net charge = +3
Spin multiplicity = 1
Frontier orbital gap = 0.271 Eh
Maximum force = 0.76 eV Å⁻¹
Energy relative to the best compared isomer or geometry (same formula, charge and spin) = 74.5 kJ/mol
LUMO = -8.9 eV
E_tot = -139054.4383 eV

(2)
The following is a quantum chemistry calculation of 3 unconnected molecules or ions with the total composition C39H30BIN2O6S at a distorted geometry, from OMol25.

Geometry as XYZ:
```
80
Properties=species:S:1:pos:R:3:forces:R:3
C -3.1496 3.4555 3.0699 -0.7 0.6 0.9
C -2.8350 4.1729 1.6373 -1.9 0.8 0.5
O -2.0749 3.3902 0.6641 1.3 -1.1 2.3
B -1.1632 2.4108 1.2762 -1.2 -0.7 -0.2
O -1.6609 0.9893 1.3009 1.3 2.5 -2.3
C 0.2720 2.8897 1.9336 3.3 0.3 1.8
C 0.5503 4.5355 1.9956 4.3 -0.7 2.2
C 1.9366 5.1751 2.6744 -2.1 -3.1 -0.7
C 3.0569 4.1590 3.3094 -0.3 -0.8 -0.2
N 4.3635 4.5200 4.0054 -4.4 -4.8 -2.2
S 5.0154 2.9392 4.4100 -3.4 0.4 -2.0
N 3.9020 1.7216 3.8201 -2.5 5.8 -1.3
C 2.7533 2.5308 3.1909 1.5 0.0 0.8
C 1.3914 1.8407 2.5139 -0.9 3.8 -0.1
C 1.2270 0.2031 2.4826 1.1 0.4 0.7
C 1.2218 -0.4537 0.9805 -0.6 -1.8 0.3
C 2.1022 -1.8721 0.8745 -0.7 0.5 -0.9
I 2.1383 0.8856 -0.5403 -0.6 -0.6 0.6
H -2.2468 3.4941 3.8503 -1.8 -0.3 -2.0
H -3.6259 2.3711 2.9901 1.3 2.3 -0.1
H -4.0015 4.1151 3.5867 1.8 -1.3 -1.2
H -2.3694 5.2392 1.8303 -0.6 -2.2 -0.4
H -3.8975 4.3854 1.1337 2.4 -0.5 1.0
H -1.9413 0.7318 0.3525 0.4 0.8 2.3
H -0.2074 5.3356 1.5659 1.7 -2.1 0.9
H 2.0824 6.3558 2.7254 -0.3 -3.0 -0.1
H 0.3122 -0.1509 3.1628 1.8 0.9 -1.9
H 2.1915 -0.2272 3.0323 -2.0 1.1 -1.2
H 0.1457 -0.7442 0.5760 2.3 1.2 1.1
H 3.1544 -1.5997 0.4414 -1.9 -0.8 1.3
H 1.5553 -2.5259 0.0418 1.3 1.3 1.9
H 2.1206 -2.4609 1.8866 0.1 1.2 -1.9
O -9.7041 -0.4615 1.8786 0.7 -0.3 0.0
C -8.5932 -0.9733 1.9423 -1.3 0.6 -0.1
C -8.4183 -2.3090 2.5485 -0.2 -0.5 0.3
C -9.5350 -3.0018 3.0340 0.0 -0.3 0.1
C -9.3833 -4.2807 3.5716 0.1 0.3 -0.2
C -8.1208 -4.8708 3.6249 0.2 0.3 -0.1
C -7.0045 -4.1751 3.1580 -0.2 -0.2 0.1
C -7.1526 -2.8891 2.6244 -0.3 -0.5 0.2
C -5.9638 -2.1536 2.1493 1.4 -0.6 0.1
O -4.8454 -2.6411 2.2663 -0.7 0.3 -0.1
C -6.1408 -0.8273 1.5256 0.3 0.5 -0.3
C -5.0232 -0.1365 1.0386 -0.1 0.3 -0.2
C -5.1844 1.1026 0.4171 -0.1 -0.3 0.2
C -6.4580 1.6541 0.2797 -0.3 -0.3 0.2
C -7.5715 0.9738 0.7772 0.3 0.2 -0.1
C -7.4120 -0.2677 1.4066 0.3 0.5 -0.3
H -10.5243 -2.5497 2.9906 0.3 0.0 -0.1
H -10.2520 -4.8192 3.9440 0.2 0.1 -0.1
H -8.0044 -5.8727 4.0323 0.0 0.2 -0.1
H -6.0212 -4.6401 3.2076 -0.2 0.3 -0.1
H -4.0264 -0.5630 1.1379 -0.3 0.0 0.1
H -4.3160 1.6357 0.0360 -0.1 -0.1 0.1
H -6.5848 2.6155 -0.2133 0.0 -0.2 0.1
H -8.5621 1.4128 0.6687 0.2 -0.3 0.1
O 6.7349 -1.6350 -2.1422 0.0 0.1 -0.7
C 6.7575 -1.4495 -3.3527 0.0 -0.2 1.5
C 7.5431 -2.3397 -4.2316 0.4 -0.5 -0.1
C 8.2492 -3.4150 -3.6768 0.2 -0.2 -0.2
C 8.9612 -4.2839 -4.5050 -0.2 0.3 0.1
C 8.9694 -4.0838 -5.8851 -0.2 0.3 0.0
C 8.2810 -3.0028 -6.4381 0.2 -0.3 0.1
C 7.5716 -2.1254 -5.6091 0.3 -0.5 0.0
C 6.8611 -0.9744 -6.2010 0.1 0.3 -1.5
O 6.9314 -0.7547 -7.4048 0.0 -0.1 0.7
C 6.0600 -0.0964 -5.3255 -0.4 0.5 0.1
C 5.3526 0.9775 -5.8820 -0.2 0.2 0.2
C 4.5655 1.7926 -5.0672 0.2 -0.3 -0.1
C 4.4820 1.5386 -3.6984 0.3 -0.4 0.0
C 5.1977 0.4776 -3.1395 -0.2 0.3 -0.1
C 5.9930 -0.3388 -3.9543 -0.4 0.5 0.1
H 8.2428 -3.5807 -2.6009 -0.1 0.2 -0.2
H 9.5053 -5.1211 -4.0731 -0.1 0.2 -0.1
H 9.5139 -4.7684 -6.5317 -0.1 0.1 0.1
H 8.2962 -2.8498 -7.5160 -0.1 0.1 0.3
H 5.4090 1.1788 -6.9505 0.1 -0.2 0.3
H 4.0138 2.6234 -5.5017 0.1 -0.2 0.1
H 3.8610 2.1681 -3.0648 0.1 -0.1 -0.1
H 5.1296 0.2881 -2.0694 0.1 -0.1 -0.3
```
Forces are in eV/Å.

## Properties
HOMO energy = -8.416 eV
Net charge = 0
Spin multiplicity = 1
Frontier orbital gap = 0.247 Eh
Maximum force = 6.88 eV Å⁻¹
LUMO = -1.7 eV
E_tot = -75798.7185 eV

(3)
The following is a quantum chemistry calculation of 13 unconnected molecules or ions with the total composition C22H60BO29 at a distorted geometry, from OMol25.

Geometry as XYZ:
```
112
Properties=species:S:1:pos:R:3:forces:R:3
O -2.4140 2.1785 0.0909 -0.6 -0.3 -0.1
C -1.7220 1.2488 0.3863 0.4 1.2 -0.3
O -0.7206 0.7979 -0.3485 -0.1 0.0 -0.2
B 0.0140 -0.2123 0.3857 0.3 -0.2 1.2
O -0.6454 -0.2694 1.7218 0.0 0.1 -0.4
C -1.7115 0.5177 1.7269 0.4 -1.8 0.2
O -2.5294 0.5082 2.6025 -0.2 1.0 0.0
O 1.4576 0.0861 0.5822 -0.4 0.2 -0.2
C 2.1692 -0.7658 -0.1144 -0.3 -0.2 -0.5
O 3.3584 -0.7867 -0.2220 0.5 -0.2 0.0
C 1.1784 -1.7745 -0.7780 0.1 -0.1 0.8
O -0.0204 -1.5040 -0.2947 -0.2 0.3 -0.3
O 1.4258 -2.6774 -1.5169 0.2 -0.1 -0.1
O -2.7355 2.4504 -2.9523 0.0 0.0 -0.1
H -2.2258 3.2642 -3.0335 0.0 0.0 0.1
H -2.8155 2.3305 -1.9965 0.1 0.1 0.1
O 6.1652 -2.1961 -0.1643 0.0 -0.1 0.1
H 5.3457 -2.0271 0.3178 0.0 0.1 -0.1
H 5.9010 -2.7562 -0.9036 0.1 0.2 0.2
O -2.6865 4.0147 2.2756 -0.2 0.3 0.1
H -2.1514 3.2522 2.5148 -0.1 -0.1 0.1
H -3.2186 4.1804 3.0620 0.2 -0.1 0.1
C 0.5361 -4.9519 -5.2746 0.6 0.3 0.4
C -0.1642 -5.6318 -4.1159 -0.9 -1.3 -1.0
O -1.1495 -4.8688 -3.4575 0.3 0.2 0.1
O 1.5773 -4.0951 -4.8174 0.1 0.1 -0.5
H -0.1438 -4.3867 -5.9189 -0.4 0.0 0.3
H 0.9511 -5.7185 -5.9333 0.4 0.0 0.2
H 0.4785 -6.1626 -3.4084 0.6 0.6 0.0
H -0.6597 -6.4870 -4.6026 -0.5 0.2 0.2
H -0.6886 -4.1543 -2.9982 -0.1 0.1 -0.1
H 1.1640 -3.2680 -4.5215 -0.1 -0.1 0.3
C -6.5043 3.7184 0.8573 -0.7 0.3 -0.7
C -5.4292 3.8326 -0.2073 -0.2 -1.1 -0.4
O -4.4414 4.7490 0.1960 -0.2 0.3 -0.2
O -7.2963 4.9231 0.8640 0.7 0.1 0.8
H -6.0137 3.4919 1.8079 -0.3 0.2 0.2
H -7.2917 2.9912 0.6578 0.5 -0.6 -0.2
H -5.9158 4.0842 -1.1530 0.2 0.8 0.1
H -4.9709 2.8723 -0.4771 0.0 -0.2 0.6
H -3.8789 4.2945 0.8485 0.2 0.1 -0.2
H -6.7105 5.6081 1.2105 -0.1 0.1 -0.2
C 5.4739 1.7372 0.2888 -1.6 -0.3 -0.2
C 5.9697 2.7581 1.2712 0.8 -0.1 0.2
O 6.7270 2.0470 2.2534 -0.1 -0.1 0.1
O 6.4760 1.0479 -0.4178 0.2 0.3 0.0
H 4.7346 2.1896 -0.3941 0.4 0.4 -0.1
H 4.8266 1.0304 0.8232 0.3 -0.1 0.3
H 5.1281 3.2820 1.7338 -0.2 -0.2 -0.1
H 6.6011 3.5267 0.8111 0.0 -0.1 -0.2
H 7.0364 2.6325 2.9485 -0.1 0.2 -0.1
H 6.1111 0.1921 -0.6711 0.2 -0.1 0.1
C -4.3175 -0.6101 5.7681 -0.2 0.1 -0.5
C -3.4859 -1.3658 4.7387 -0.2 -0.2 1.4
O -3.6168 -2.7843 4.9378 -0.1 0.2 -0.2
O -3.6986 -0.4118 7.0299 0.1 0.0 -0.1
H -5.2846 -1.1051 5.9086 0.0 -0.2 -0.1
H -4.5418 0.3537 5.3019 0.2 0.3 0.5
H -2.4351 -1.1151 4.8968 -0.1 0.4 -0.5
H -3.8660 -1.0283 3.7779 0.3 -0.6 -0.3
H -2.7862 -3.0989 5.2989 0.0 -0.1 -0.1
H -3.5141 -1.2848 7.3912 0.0 0.0 0.0
C 0.0835 -0.8230 -4.7159 -1.4 0.6 -2.1
C 0.0644 0.5620 -4.1130 0.7 0.2 1.4
O 1.2609 0.6598 -3.2801 -0.4 0.4 -0.5
O -0.0576 -1.9195 -3.8546 0.2 0.2 0.3
H 0.9362 -0.9106 -5.4067 0.5 -0.1 0.7
H -0.7265 -0.8942 -5.4623 -0.3 0.1 0.4
H -0.7283 0.8532 -3.4144 -0.4 -0.9 -0.1
H -0.0218 1.3763 -4.8401 0.5 -0.3 -0.4
H 2.0082 0.6963 -3.8894 0.2 -0.1 0.2
H 0.2036 -1.6502 -2.9669 0.2 -0.2 0.0
C 4.8357 -2.6435 -4.4391 0.5 0.9 -1.1
C 4.8881 -2.8265 -2.9511 -0.1 0.1 0.8
O 3.8310 -3.6370 -2.4935 0.1 -0.9 -0.9
O 3.5980 -2.0743 -4.8707 0.5 -0.9 -0.1
H 5.1546 -3.4907 -5.0610 -0.8 -0.6 0.5
H 5.6308 -1.9598 -4.7708 -0.1 0.4 0.7
H 4.7886 -1.8485 -2.4690 0.2 0.2 -0.2
H 5.8620 -3.2578 -2.6736 0.1 0.0 -0.2
H 3.6821 -3.5996 -1.5478 0.1 0.5 0.0
H 3.0731 -2.8635 -5.0857 -0.4 0.3 0.1
C -2.5835 -3.5045 0.1047 0.0 0.7 0.7
C -1.9202 -3.7692 1.4648 -0.9 0.1 -0.8
O -2.0254 -5.1337 1.8205 0.2 -0.2 0.4
O -3.9976 -3.6323 0.1736 -0.1 -0.6 -0.3
H -2.1930 -4.2088 -0.6317 -0.2 0.0 -0.2
H -2.3682 -2.4886 -0.2350 0.4 -0.1 0.0
H -2.5239 -3.2321 2.2016 0.3 0.1 0.2
H -0.8949 -3.3886 1.4640 0.0 -0.1 0.1
H -1.9072 -5.6921 1.0471 0.1 0.1 -0.1
H -4.3517 -2.9187 0.7099 0.1 0.0 0.1
C -1.3958 2.4866 6.0001 1.7 -0.2 -0.6
C -0.0475 1.8367 5.6911 0.1 0.0 -0.6
O -0.2399 0.4292 5.4995 0.4 0.3 0.7
O -2.1624 2.4765 4.8082 -0.3 0.0 0.4
H -1.1030 3.5017 6.2753 -0.7 0.2 -0.1
H -1.8796 1.9870 6.8402 -0.2 0.0 0.0
H 0.7389 2.1349 6.3981 -0.3 -0.6 0.5
H 0.3529 2.2139 4.7390 -0.4 0.4 0.0
H 0.6436 0.0514 5.4388 -0.2 -0.2 -0.2
H -2.1089 1.5686 4.4777 -0.3 0.0 -0.2
C 1.4403 3.3548 -1.0584 0.2 -0.3 0.5
C 2.0559 4.7192 -0.9249 -0.2 1.1 -0.5
O 2.8464 5.0846 -2.0667 -0.1 -0.4 0.1
O 0.4325 3.2887 -2.0463 0.2 0.0 -0.1
H 1.0058 3.1057 -0.0826 0.0 0.0 0.1
H 2.2277 2.6128 -1.2331 0.0 0.0 -0.2
H 2.6845 4.8170 -0.0336 -0.1 -0.5 0.1
H 1.2627 5.4706 -0.8235 -0.2 -0.2 0.1
H 2.9040 6.0422 -2.0649 0.1 0.0 -0.1
H 0.3358 2.3440 -2.2430 0.0 0.3 -0.1
```
Forces are in eV/Å.

## Properties
HOMO energy = -7.698 eV
Net charge = -1
Spin multiplicity = 1
Frontier orbital gap = 0.355 Eh
Maximum force = 2.62 eV Å⁻¹
Energy relative to the best compared isomer or geometry (same formula, charge and spin) = 90.3 kJ/mol
LUMO = 2.0 eV
E_tot = -83844.9321 eV

(4)
The following is a quantum chemistry calculation of 2 unconnected molecules or ions with the total composition C4H7O3 at a distorted geometry, from OMol25.

Geometry as XYZ:
```
14
Properties=species:S:1:pos:R:3:forces:R:3
C -0.2300 0.6442 -0.0906 -4.5 0.7 -0.7
C 1.7085 -0.1745 0.5432 -0.1 0.6 -3.5
C 1.9834 1.2280 -0.1007 -2.2 -1.6 1.1
C -2.5885 -1.0237 -0.2740 0.5 -1.3 -1.7
O 0.2255 -0.2695 0.5956 1.2 -1.1 1.3
O 0.4822 1.5648 -0.5508 1.1 0.2 0.7
O -2.3622 0.2922 -0.1649 3.7 2.2 0.7
H 1.9488 -0.9546 -0.1554 0.4 -0.5 0.0
H 2.1895 -0.2939 1.4501 0.3 -0.3 2.0
H 2.4251 1.8172 0.6679 -0.6 1.5 0.4
H 2.4950 1.3452 -1.0063 0.8 -0.4 -1.2
H -2.2148 -1.7386 0.4462 0.6 0.2 0.7
H -2.4180 -1.3725 -1.3025 -0.2 -0.2 0.2
H -3.6447 -1.0643 -0.0578 -1.1 0.2 0.0
```
Forces are in eV/Å.

## Properties
HOMO energy (alpha / beta) = -15.379 / -15.382 eV
Net charge = +1
Spin multiplicity = 1
Frontier orbital gap (alpha / beta) = 0.306 / 0.307 Eh
Maximum force = 4.63 eV Å⁻¹
Energy relative to the best compared isomer or geometry (same formula, charge and spin) = 474.8 kJ/mol
LUMO (alpha / beta) = -7.0 / -7.0 eV
E_tot = -10390.7327 eV

Question: The lowest net charge belongs to which entry?
Answer: C22H60BO29

Question: What is the E_tot in the first record?
Answer: -139054.4383 eV